No. 1
73
Properties=species:S:1:pos:R:3 method="wB97M-V/def2-TZVPD" e_above_lowest_ev=0.000 mol_weight_da=777.44 lumo_ev="-8.8953 / -8.9536" charge=+3 gap_ev="7.35 / 7.27" spin_multiplicity=4
Mn -0.704 -1.190 0.611
F 2.791 -1.019 6.667
C 2.540 -1.000 5.381
C 3.581 -0.953 4.466
F 4.824 -0.924 4.889
C 3.303 -0.941 3.106
F 4.330 -0.899 2.266
C 2.004 -0.971 2.620
P 1.629 -1.054 0.841
C 2.443 0.370 0.082
C 2.594 0.391 -1.308
C 3.206 1.473 -1.922
C 3.669 2.537 -1.157
C 3.515 2.522 0.223
C 2.901 1.443 0.844
C 2.427 -2.559 0.260
C 3.710 -2.583 -0.280
C 4.285 -3.799 -0.620
C 3.596 -4.985 -0.403
C 2.321 -4.965 0.151
C 1.737 -3.754 0.475
C 0.992 -1.013 3.570
Br -0.846 -1.108 3.038
C 1.227 -1.029 4.926
F 0.231 -1.075 5.797
H 2.265 -0.452 -1.907
H 3.349 1.475 -2.994
H 4.174 3.366 -1.634
H 3.903 3.337 0.821
H 2.816 1.427 1.925
H 4.269 -1.667 -0.428
H 5.280 -3.820 -1.045
H 4.055 -5.929 -0.662
H 1.792 -5.892 0.328
H 0.742 -3.744 0.916
C -4.402 0.912 1.021
C -3.039 1.292 0.554
O -2.918 2.628 0.431
O -2.137 0.521 0.301
H -5.160 1.459 0.464
H -4.504 1.202 2.070
H -4.548 -0.159 0.919
C -2.401 5.169 0.008
P -1.819 3.540 -0.373
C -0.233 3.253 0.353
C -1.861 3.174 -2.079
C -2.764 3.866 -2.899
C -2.816 3.572 -4.250
C -1.978 2.597 -4.778
C -1.080 1.911 -3.965
C -1.011 2.196 -2.614
H -3.455 5.257 -0.253
H -1.820 5.904 -0.551
H -2.282 5.348 1.077
H 0.475 3.971 -0.063
H 0.116 2.247 0.129
H -0.309 3.399 1.432
H -3.415 4.632 -2.500
H -3.502 4.108 -4.891
H -2.019 2.375 -5.836
H -0.423 1.167 -4.394
H -0.288 1.679 -1.992
S -0.655 -2.011 -1.644
C -2.036 -2.786 -1.064
N -2.832 -3.613 -1.789
C -3.936 -4.196 -1.274
C -4.282 -3.954 0.026
C -3.433 -3.123 0.758
N -2.345 -2.572 0.236
H -2.568 -3.797 -2.752
H -4.497 -4.842 -1.936
H -5.154 -4.410 0.468
H -3.618 -2.933 1.809

No. 2
5
Properties=species:S:1:pos:R:3 method="wB97M-V/def2-TZVPD" e_above_lowest_ev=0.801 mol_weight_da=163.97 lumo_ev=-0.8741 gap_ev=8.93
N 0.596 0.110 -0.917
F -1.719 -0.430 -0.005
F -0.767 1.414 1.041
S -0.200 -0.049 0.612
Br 2.091 -1.044 -0.730